ORCA calculation (the ωB97M-V functional and the def2-TZVPD basis) on a molecular structure, C24H47ClIN3O2 in a non-equilibrium geometry.

Properties
HOMO, eV: -4.93
Lowest unoccupied orbital energy, eV: -3.1
Molar mass, g mol⁻¹: 572.016
F_max, eV/Å: 4.8
Net charge: 0

```
78
Properties=species:S:1:pos:R:3:lowdin_charge:R:1
C 6.0197 -3.3795 2.0722 -0.146
C 5.1612 -3.5391 0.6943 -0.268
C 5.9318 -2.7766 -0.4961 -0.219
C 5.7722 -1.1945 -0.2276 -0.229
C 6.4703 -0.2943 -1.3799 -0.338
C 6.3378 1.2528 -0.9449 -0.219
C 4.8208 1.7957 -1.1588 -0.192
C 4.1555 2.0275 0.2839 -0.227
C 2.6268 1.5121 0.3698 -0.232
C 1.5917 2.4606 -0.4121 -0.184
C 0.4608 3.1199 0.5595 -0.196
C -1.0270 2.6793 0.1684 -0.166
C -1.4742 1.2360 0.6992 -0.200
C -0.6414 0.6784 1.9356 -0.274
N -0.7784 1.4979 3.2006 -0.375
I -0.1337 0.1932 4.7131 1.021
C -2.1558 1.8723 3.4812 -0.363
N -2.7358 1.8058 4.7109 0.116
N -2.9803 2.3658 2.3967 0.112
C -2.9980 1.4027 1.2399 -0.261
C -3.7078 0.0075 1.5919 -0.128
C -4.8409 -0.3639 0.5114 -0.183
C -4.4061 -1.5339 -0.4949 -0.177
C -3.7214 -1.0398 -1.8583 -0.185
C -4.4643 0.1794 -2.5889 -0.166
C -6.0531 0.0396 -2.6835 -0.183
O -6.4503 -1.0959 -3.4942 -0.053
C -7.0950 -2.1019 -2.7321 -0.417
C -6.5167 -3.5926 -2.8916 -0.003
O -8.0644 -1.8883 -1.9583 0.047
H 7.1337 -3.3112 1.8345 0.071
H 5.8373 -4.2957 2.7430 0.062
H 5.6807 -2.4464 2.6304 0.058
H 4.1739 -2.9662 0.8616 0.091
H 4.9648 -4.6360 0.4380 0.094
H 7.0381 -3.0933 -0.5167 0.116
H 5.4177 -3.0675 -1.4778 0.116
H 4.6439 -0.9346 -0.2307 0.096
H 6.1992 -0.8864 0.7890 0.096
H 7.5845 -0.5806 -1.3650 0.099
H 6.0236 -0.4838 -2.4402 -0.111
H 7.0498 1.9106 -1.5496 0.100
H 6.6825 1.3092 0.1460 0.091
H 4.2174 1.1232 -1.8532 0.118
H 4.9461 2.8320 -1.6476 0.105
H 4.7358 1.4299 1.0718 0.093
H 4.2010 3.1253 0.6441 0.115
H 2.5789 0.4827 -0.1524 0.107
H 2.3941 1.4301 1.4981 0.091
H 1.1161 1.9528 -1.3332 0.116
H 2.2210 3.3233 -0.8540 0.114
H 0.7194 3.0109 1.6679 0.097
H 0.5240 4.2534 0.3431 0.114
H -1.0537 2.6238 -0.9859 0.123
H -1.7637 3.5265 0.4322 0.116
H -1.5013 0.4201 -0.0930 0.144
H -1.0039 -0.3852 2.2041 0.075
H 0.4707 0.5797 1.7142 0.100
H -2.2469 2.1143 5.5680 0.111
H -3.7231 1.4984 4.7141 0.137
H -3.9257 2.5854 2.7380 0.144
H -3.5455 1.9485 0.3829 0.151
H -3.0032 -0.8829 1.6784 0.110
H -4.2184 0.1518 2.6180 0.112
H -5.7444 -0.7529 1.1057 0.122
H -5.1729 0.6030 0.0099 0.094
H -3.6137 -2.1636 0.0620 0.116
H -5.2725 -2.2395 -0.7103 0.097
H -3.7331 -1.9411 -2.5755 0.110
H -2.6285 -0.7366 -1.7052 0.100
H -4.1572 1.1390 -2.0484 0.103
H -4.0278 0.2396 -3.6532 0.128
H -6.4530 0.9774 -3.2193 0.140
H -6.5050 0.0565 -1.6365 0.115
H -7.1490 -4.0845 -3.7146 0.100
H -6.6040 -4.2144 -1.9444 0.094
H -5.4455 -3.5185 -3.2894 0.082
Cl 6.8337 -0.3527 -4.2068 -0.490
```

=====

ORCA calculation (the ωB97M-V functional and the def2-TZVPD basis) on a molecular structure, C49H47BrFN9OPSiTi in a non-equilibrium geometry.

Properties
HOMO (spin up / spin down), eV: -7.09 / -7.14
Lowest unoccupied orbital energy (spin up / spin down), eV: 0.1 / 0.0
Molar mass, g mol⁻¹: 983.806
F_max, eV/Å: 1.2
Energy above the lowest of the compared OMol25 structures with the same formula, charge and spin, kcal/mol: 16.26
Net charge: 0
2S+1: 2

```
111
Properties=species:S:1:pos:R:3:mulliken_spin:R:1
Ti 0.4133 0.5681 -0.5353 0.951
N 0.3166 -3.7161 0.7529 0.001
C 0.1894 -3.6596 -0.6200 0.008
C -0.3054 -4.8328 -1.2351 0.000
C -0.4895 -4.8491 -2.5919 0.000
C -0.1925 -3.7013 -3.3286 0.004
C 0.2676 -2.6073 -2.6369 0.013
N 0.4768 -2.5691 -1.3096 -0.005
C 0.9816 -2.9321 1.7010 0.011
C 1.4418 -3.6298 2.8305 0.000
C 2.0016 -2.9217 3.8670 0.000
C 2.1144 -1.5432 3.7418 0.002
C 1.6580 -0.9542 2.5804 0.019
N 1.0788 -1.6156 1.5679 -0.014
H 0.1314 -4.6387 1.1078 0.000
H -0.5383 -5.6984 -0.6289 0.000
H -0.8691 -5.7390 -3.0769 0.000
H -0.3380 -3.6543 -4.3978 0.000
H 0.4525 -1.6767 -3.1543 -0.007
H 1.3565 -4.7079 2.8730 0.000
H 2.3536 -3.4341 4.7528 0.000
H 2.5522 -0.9290 4.5152 0.000
H 1.7627 0.1088 2.4298 -0.017
O -0.8443 -0.1247 -1.9110 -0.008
C -1.3360 -0.4645 -0.8052 -0.037
C -2.5614 -1.2678 -0.7435 0.007
C -3.1200 -1.7509 -1.9295 0.003
C -4.2433 -2.5531 -1.8894 -0.002
C -4.8157 -2.8548 -0.6574 0.003
C -4.2785 -2.3587 0.5208 -0.002
C -3.1365 -1.5546 0.5047 0.002
P -2.3674 -0.9009 2.0515 0.027
C -3.4130 -1.7134 3.3135 0.000
C -4.5926 -1.1721 3.8192 0.000
C -5.3284 -1.8553 4.7761 0.000
C -4.8993 -3.0929 5.2330 0.000
C -3.7222 -3.6386 4.7391 0.000
C -2.9818 -2.9468 3.7965 0.000
C -3.0302 0.7968 2.0886 -0.003
C -2.6371 1.5957 3.1622 0.000
C -3.0737 2.9032 3.2634 0.000
C -3.8863 3.4447 2.2751 -0.001
C -4.2689 2.6657 1.1978 0.002
C -3.8499 1.3440 1.1091 0.004
H -2.6507 -1.4930 -2.8692 0.000
H -4.6740 -2.9379 -2.8040 0.000
H -5.7039 -3.4721 -0.6098 0.000
H -4.7588 -2.6007 1.4594 0.000
H -4.9385 -0.2101 3.4615 0.000
H -6.2404 -1.4181 5.1620 0.000
H -5.4744 -3.6254 5.9788 0.000
H -3.3760 -4.5981 5.1024 0.000
H -2.0493 -3.3625 3.4325 0.000
H -1.9772 1.1921 3.9219 0.000
H -2.7653 3.5092 4.1063 0.000
H -4.2100 4.4750 2.3430 0.000
H -4.8871 3.0828 0.4138 0.000
H -4.1591 0.7468 0.2607 -0.002
C 4.8253 1.4479 -1.1106 0.000
Si 3.8467 0.6952 0.3234 0.007
C 3.9914 -1.1747 0.1779 0.018
C 4.7409 1.1130 1.9336 -0.001
N 2.1884 1.2208 0.3767 -0.022
C 1.9672 2.4067 1.0838 -0.003
C 2.7636 3.5564 1.0350 -0.006
C 2.4755 4.6745 1.8057 0.000
C 1.3699 4.7020 2.6402 -0.001
C 0.5347 3.5938 2.6924 -0.001
C 0.8571 2.5030 1.9254 0.014
F 0.0114 1.4191 1.9259 -0.011
H 5.6917 0.8249 -1.3514 0.000
H 5.2103 2.4392 -0.8691 0.000
H 4.2180 1.5418 -2.0111 0.002
H 5.0575 -1.3979 0.2947 0.000
H 3.6850 -1.5997 -0.7694 -0.009
H 3.4585 -1.6913 0.9722 -0.001
H 5.8199 1.1044 1.7636 0.000
H 4.5243 0.3544 2.6883 0.000
H 4.4776 2.0861 2.3453 0.000
H 3.6189 3.5741 0.3750 0.000
H 3.1238 5.5391 1.7414 0.000
H 1.1427 5.5809 3.2271 0.000
H -0.3682 3.5704 3.2864 0.000
Br -0.8960 2.7955 -0.7677 0.017
C 2.9685 -1.0671 -3.3835 0.014
C 2.3954 0.2995 -3.4857 0.026
N 1.7124 0.9521 -2.5634 -0.026
C 1.5025 2.2223 -3.0686 0.020
C 2.0580 2.3241 -4.2986 0.001
N 2.6267 1.0961 -4.5618 -0.001
C 3.3491 0.7512 -5.7623 -0.001
N 4.7011 0.3506 -5.4947 0.000
N 5.1101 -0.9053 -5.7801 0.000
N 6.3175 -1.0586 -5.4033 0.000
C 6.7515 0.1153 -4.8276 0.000
C 7.9831 0.4507 -4.2518 0.000
C 8.1070 1.7233 -3.7505 0.000
C 7.0427 2.6496 -3.8099 0.000
C 5.8266 2.3366 -4.3678 0.000
C 5.7085 1.0405 -4.8801 0.000
H 2.4970 -1.5888 -2.5583 -0.007
H 4.0427 -1.0159 -3.1944 0.005
H 2.8185 -1.6456 -4.2966 0.002
H 0.9477 2.9546 -2.5095 0.003
H 2.0969 3.1305 -5.0090 0.000
H 3.3444 1.6342 -6.4036 0.000
H 2.8797 -0.0787 -6.2902 0.000
H 8.7906 -0.2656 -4.2092 0.000
H 9.0370 2.0317 -3.2924 0.000
H 7.1879 3.6339 -3.3851 0.000
H 5.0073 3.0417 -4.3820 0.000
```

=====

ORCA calculation (the ωB97M-V functional and the def2-TZVPD basis) on a molecular structure, C26H49N2O7Y in a non-equilibrium geometry.

Properties
HOMO, eV: -12.92
Lowest unoccupied orbital energy, eV: -4.5
Molar mass, g mol⁻¹: 590.591
F_max, eV/Å: 3.2
Energy above the lowest of the compared OMol25 structures with the same formula, charge and spin, kcal/mol: 7.80
Net charge: +2

```
85
Properties=species:S:1:pos:R:3:lowdin_charge:R:1
Y -0.4841 0.3094 -0.2562 1.641
C -3.9096 0.3707 -1.5455 -0.151
C -3.2697 1.5395 -2.2677 -0.151
O -2.1912 2.0833 -1.5070 -0.213
C -1.6129 3.2018 -2.1817 -0.141
C -0.2028 3.4378 -1.6652 -0.132
O 0.5810 2.2458 -1.5997 -0.229
C 1.2706 1.8839 -2.8018 -0.125
C 0.3755 1.1415 -3.7820 -0.134
O -0.4882 0.2929 -3.0242 -0.208
C -0.8611 -0.9199 -3.6833 -0.139
C -0.0398 -2.0574 -3.1203 -0.137
O -0.2011 -2.0032 -1.7043 -0.210
C -0.3278 -3.2744 -1.0772 -0.141
C -0.4542 -3.0151 0.4098 -0.144
O -1.3952 -1.9671 0.6787 -0.217
C -2.7707 -2.3113 0.5465 -0.134
C -3.3673 -1.8341 -0.7734 -0.132
O -2.8980 -0.5112 -1.0610 -0.235
H -4.5519 -0.1405 -2.2663 0.148
H -4.5368 0.7073 -0.7129 0.139
H -4.0330 2.3028 -2.4411 0.152
H -2.8848 1.2059 -3.2354 0.130
H -2.2078 4.1010 -1.9982 0.151
H -1.6083 3.0126 -3.2572 0.125
H -0.2404 3.8342 -0.6516 0.112
H 0.2880 4.1778 -2.3002 0.149
H 2.0672 1.2211 -2.4809 0.098
H 1.7070 2.7661 -3.2730 0.151
H 1.0108 0.5608 -4.4540 0.146
H -0.2289 1.8201 -4.3895 0.132
H -0.7361 -0.8406 -4.7639 0.147
H -1.9151 -1.0913 -3.4594 0.125
H 1.0198 -1.9440 -3.3657 0.135
H -0.3962 -3.0090 -3.5195 0.146
H 0.5512 -3.8957 -1.2667 0.152
H -1.2101 -3.7930 -1.4694 0.134
H 0.4944 -2.6509 0.7968 0.118
H -0.7404 -3.9300 0.9310 0.146
H -3.2884 -1.8332 1.3808 0.131
H -2.9171 -3.3888 0.6411 0.149
H -4.4547 -1.8424 -0.6796 0.144
H -3.0849 -2.4898 -1.6001 0.129
N -2.3393 1.0475 1.2451 -0.020
C -2.0504 1.9326 2.3999 -0.193
C -0.9899 2.9392 1.9897 -0.211
N 0.1476 2.1992 1.4100 -0.001
H -2.9081 1.5804 0.5940 0.074
H -2.9174 0.2789 1.5664 0.089
H -2.9443 2.4564 2.7411 0.132
H -1.6833 1.3223 3.2222 0.090
H -0.7020 3.5445 2.8510 0.131
H -1.4033 3.6131 1.2354 0.110
H 0.5657 1.6419 2.1546 0.072
H 0.8805 2.8434 1.1286 0.106
C 3.8932 1.2038 -0.5714 -0.048
C 3.9622 -0.3151 -0.3605 -0.351
C 3.3207 -1.1026 -1.5079 -0.055
C 3.4618 -0.6351 1.0415 -0.126
C 4.4465 -0.8793 1.9896 -0.025
C 4.1476 -1.0928 3.3225 -0.050
C 2.8283 -1.0593 3.7205 -0.030
C 1.8021 -0.8127 2.8186 -0.139
C 0.3734 -0.8245 3.3370 -0.380
C 0.1876 0.1424 4.5143 -0.062
C -0.0403 -2.2336 3.7834 -0.038
C 2.1067 -0.5891 1.4569 -0.223
O 1.1002 -0.3458 0.5752 -0.324
H 4.2921 1.4831 -1.5495 0.088
H 4.4871 1.7133 0.1871 0.093
H 2.8619 1.5546 -0.4814 0.053
H 5.0189 -0.5884 -0.3706 0.131
H 2.2701 -0.8623 -1.6158 0.031
H 3.4063 -2.1757 -1.3244 0.094
H 3.8419 -0.8811 -2.4433 0.091
H 5.4801 -0.9034 1.6657 0.122
H 4.9344 -1.2816 4.0397 0.116
H 2.5921 -1.2314 4.7636 0.118
H -0.2908 -0.5308 2.5167 0.083
H 0.7630 -0.1991 5.3738 0.086
H -0.8574 0.1792 4.8299 0.081
H 0.5244 1.1578 4.2873 0.081
H 0.5131 -2.5223 4.6770 0.092
H 0.1659 -2.9750 3.0123 0.068
H -1.1054 -2.2663 4.0246 0.088
```